A structure of composition C41H41InN4O5PTe, computed with the ωB97M-V functional and the def2-TZVPD basis.

total charge = +1
electronic energy = -2981.39645 Ha
M = 943.19 g/mol
LUMO level = -5.0 eV
Kohn-Sham gap = 4.8 eV
maximum force = 3.01 eV/A
relative energy (zero: lowest compared OMol25 entry of this formula, charge and spin) = 52.2 kcal/mol
E_HOMO = -9.832 eV

Last column: Löwdin charge in e.
Positions of all 94 atoms, in Å:
1 Te 0.492 1.662 3.518  1.34
2 In -0.437 1.086 0.646  0.88
3 P 2.972 -0.856 -0.621  0.77
4 O 1.933 0.156 -0.089  -0.42
5 O -1.578 -1.893 2.981  -0.10
6 O -1.392 4.152 1.354  -0.01
7 O -7.146 1.394 0.879  -0.08
8 O -2.515 1.758 0.048  -0.18
9 N -1.656 6.595 -2.591  0.14
10 N 0.203 2.732 -0.745  0.09
11 N -2.276 2.708 -4.348  0.15
12 N -1.248 -0.609 -1.164  0.08
13 C 5.813 -2.841 1.458  -0.07
14 C -2.262 -1.487 -1.052  -0.24
15 C -3.480 3.145 1.823  -0.11
16 C -5.872 2.717 2.293  0.00
17 C -2.512 -1.639 -3.438  -0.03
18 C -2.242 4.386 3.690  -0.03
19 C 4.777 -0.286 1.319  -0.07
20 C 1.737 -0.072 3.714  -0.39
21 C -3.537 2.238 0.725  -0.33
22 C 2.301 -2.425 -1.113  -0.28
23 C -1.206 -2.844 1.987  -0.25
24 C -1.465 -0.680 -3.570  -0.03
25 C -1.476 5.461 -2.463  -0.22
26 C -0.824 -0.280 -2.408  -0.12
27 C -7.272 0.389 -0.181  -0.04
28 C -2.324 -3.064 0.963  -0.16
29 C 4.933 0.800 -4.384  -0.06
30 C 4.164 1.663 -3.594  -0.06
31 C 3.698 -0.178 -2.064  -0.28
32 C 1.866 -3.245 -0.042  -0.10
33 C 1.196 -4.980 -1.574  -0.06
34 C -2.852 -2.113 -2.183  0.00
35 C -0.479 3.378 -1.445  -0.16
36 C -1.286 4.037 -2.384  -0.24
37 C 1.535 -4.141 -2.639  -0.06
38 C -2.862 -1.807 0.307  -0.14
39 C 5.804 -0.559 2.251  -0.06
40 C 6.292 -1.872 2.339  -0.06
41 C 1.988 -2.847 -2.426  -0.06
42 C -4.813 1.801 0.347  0.05
43 C -1.851 3.287 -3.444  -0.24
44 C 1.334 -4.510 -0.283  -0.08
45 C 4.535 -1.012 -2.824  -0.08
46 C -5.924 1.926 1.155  -0.29
47 C 3.543 1.210 -2.418  -0.03
48 C -2.301 3.963 2.211  -0.36
49 C 4.274 -1.287 0.462  -0.29
50 C -4.647 3.246 2.597  -0.04
51 C 1.965 3.218 2.949  -0.32
52 C 4.881 -2.560 0.475  -0.06
53 C 5.115 -0.517 -4.000  -0.06
54 H -1.969 -3.769 0.202  0.12
55 H -6.628 -0.459 0.093  0.08
56 H -2.700 -0.962 0.957  0.08
57 H -4.888 1.237 -0.561  0.11
58 H -4.527 3.799 3.521  0.10
59 H 6.151 0.293 2.843  0.11
60 H -1.285 -0.215 -4.551  0.12
61 H 4.595 -3.332 -0.219  0.11
62 H 3.921 2.698 -3.861  0.12
63 H -0.973 -3.830 2.455  0.13
64 H 1.922 -2.922 0.986  0.10
65 H 4.752 -2.025 -2.470  0.11
66 H -3.160 -3.547 1.477  0.12
67 H -3.143 -1.870 -4.302  0.12
68 H -3.968 -1.897 0.184  0.13
69 H 5.359 1.139 -5.312  0.11
70 H 0.937 -5.105 0.557  0.12
71 H 2.914 1.863 -1.813  0.09
72 H 2.082 -0.449 2.769  -0.02
73 H 5.718 -1.203 -4.563  0.11
74 H -2.367 -2.224 3.451  0.11
75 H 6.228 -3.848 1.563  0.12
76 H -8.345 0.087 -0.110  0.11
77 H -2.297 3.501 4.304  0.07
78 H -3.588 -2.896 -2.059  0.12
79 H 4.357 0.745 1.298  0.11
80 H -0.312 -2.414 1.517  0.09
81 H 0.002 0.417 -2.434  0.10
82 H -6.775 2.853 2.936  0.14
83 H 2.212 -2.216 -3.276  0.11
84 H 2.497 3.601 3.835  0.02
85 H 1.406 4.041 2.470  0.02
86 H 2.596 0.228 4.350  0.03
87 H -1.323 4.934 3.886  0.08
88 H -3.040 5.049 3.980  0.08
89 H 0.740 -5.956 -1.728  0.11
90 H -7.015 0.762 -1.161  0.08
91 H 7.050 -2.121 3.064  0.11
92 H 1.457 -4.477 -3.692  0.12
93 H 1.144 -0.829 4.238  0.01
94 H 2.650 2.816 2.171  0.02